Record 1
A structure of composition C24H32BBr2Cl3F4I2N3O4, computed with ωB97M-V/def2-TZVPD.

Atoms and positions in Å:
C -1.02 3.57 -3.37
C -0.70 2.11 -3.76
B -0.62 0.79 -2.87
O -0.40 -0.27 -3.72
C -0.82 0.50 -1.23
C -2.29 1.06 -1.27
Cl -3.18 0.33 -2.70
C -3.32 0.96 -0.11
C -4.17 2.28 0.02
C -0.71 -1.06 -0.79
C -1.99 -1.72 -0.14
C -2.17 -3.25 -0.30
C 0.75 -1.39 -0.11
C 1.66 -1.79 -1.32
Br 0.96 -2.63 -2.98
C 3.01 -1.76 -1.42
C 3.95 -1.22 -0.36
Br 4.03 -2.35 -2.96
C 0.82 -2.70 0.79
I 0.86 -4.66 -0.20
C 2.01 -2.93 1.78
C 3.27 -3.77 1.40
I 1.11 -4.36 3.27
C 0.74 0.05 0.69
O 2.09 0.00 1.07
C 2.80 0.38 2.10
N 3.28 0.50 3.14
C -0.07 0.13 2.05
Cl 0.39 1.63 3.00
C -0.10 -0.97 3.14
C 0.36 -0.65 4.61
Cl -1.88 -1.35 3.48
N 0.23 1.16 -0.30
C -0.47 2.40 0.23
O -1.29 2.44 1.09
N -0.35 3.77 -0.36
C -0.08 4.75 0.60
O -0.88 5.60 0.82
F 1.09 4.79 1.24
C 1.49 1.76 -0.84
F 2.11 2.47 0.10
F 2.28 0.93 -1.49
F 1.35 2.70 -1.83
H -1.13 4.12 -4.32
H -0.26 4.15 -2.83
H -1.99 3.77 -2.87
H -1.42 1.89 -4.57
H 0.26 2.17 -4.32
H 0.34 -0.09 -4.31
H -2.34 2.12 -1.56
H -4.08 0.18 -0.30
H -2.95 0.74 0.90
H -4.92 2.30 -0.78
H -3.52 3.17 0.02
H -4.71 2.18 0.97
H -0.91 -1.51 -1.77
H -2.81 -1.42 -0.81
H -2.28 -1.32 0.84
H -1.84 -3.79 0.60
H -3.24 -3.51 -0.40
H -1.71 -3.61 -1.23
H 3.80 -1.51 0.68
H 4.97 -1.59 -0.57
H 4.09 -0.12 -0.35
H -0.10 -2.79 1.37
H 2.31 -2.13 2.46
H 3.25 -4.84 1.65
H 4.09 -3.37 2.03
H 3.64 -3.68 0.37
H -1.11 0.24 1.72
H 0.31 -1.97 3.00
H 1.41 -0.37 4.70
H 0.29 -1.62 5.13
H -0.36 -0.03 5.15
H -1.22 4.04 -0.80

As for the charge: +1. The frontier orbital gap is 6.95 eV. The calculation puts the LUMO energy at -4.278 eV. The HOMO energy is -0.41260 Eh.

Record 2
A cluster of 2 separate species, C24H32BF3O3 in total, computed with ωB97M-V/def2-TZVPD.

Atoms and positions in Å:
C -2.68 3.71 2.11
O -1.52 2.91 1.85
C -0.54 3.28 1.07
C 0.76 3.47 1.68
C 1.64 4.39 1.09
C 2.93 4.54 1.59
C 3.39 3.72 2.63
C 4.77 3.91 3.16
C 2.52 2.78 3.20
C 1.22 2.65 2.75
H -3.24 3.18 2.87
H -2.35 4.69 2.48
H -3.26 3.80 1.18
H -0.78 3.82 0.15
H 1.26 4.96 0.24
H 3.60 5.29 1.19
H 5.06 3.13 3.87
H 5.51 3.92 2.34
H 4.85 4.89 3.66
H 2.88 2.16 4.03
H 0.52 1.94 3.21
C 2.44 -0.41 -0.04
C 1.09 -1.10 -0.25
C 1.06 -2.35 0.62
C -0.18 -0.15 0.03
C -0.74 -0.15 1.44
C 0.20 1.25 -0.39
O -1.20 -0.64 -0.81
B -0.48 -1.24 -1.89
C -1.18 -2.71 -2.10
C -2.50 -2.88 -1.67
C -3.02 -4.16 -1.46
C -2.24 -5.28 -1.74
C -2.80 -6.65 -1.44
F -1.95 -7.66 -1.77
F -3.10 -6.79 -0.11
F -3.96 -6.88 -2.13
C -0.96 -5.12 -2.27
C -0.45 -3.83 -2.46
C -0.68 0.14 -3.09
C -2.05 0.12 -3.67
O 0.92 -1.44 -1.62
H 2.45 0.10 0.93
H 3.23 -1.16 -0.03
H 2.66 0.31 -0.83
H 1.18 -2.07 1.68
H 0.13 -2.92 0.51
H 1.89 -3.00 0.35
H -0.03 0.28 2.16
H -1.66 0.46 1.47
H -1.00 -1.17 1.73
H 0.85 1.67 0.38
H 0.78 1.29 -1.32
H -0.71 1.84 -0.54
H -3.15 -2.04 -1.46
H -4.02 -4.27 -1.06
H -0.37 -5.99 -2.52
H 0.56 -3.74 -2.86
H -0.35 1.14 -2.79
H 0.04 -0.28 -3.83
H -2.06 0.57 -4.67
H -2.38 -0.92 -3.76
H -2.79 0.67 -3.07

As for the charge: 0. The frontier orbital gap is 2.89 eV. The calculation puts the LUMO energy at -3.163 eV. The energy above the lowest of the compared OMol25 structures with the same formula, charge and spin comes out at 0.0 kJ/mol. The HOMO energy is -0.22257 Eh.